The following is a quantum chemistry calculation of an isolated molecule of C20H20N2O2S2, from the OMol25 dataset.

```
! wB97M-V def2-TZVPD RIJCOSX def2/J DEFGRID3
* xyz 0 1
O 4.8862 0.4259 -1.3875
C 4.4700 0.2510 -0.2668
C 4.2701 1.3795 0.7510
C 2.8016 1.4639 1.0035
C 2.0870 0.9222 2.0294
C 0.6892 1.0725 1.8777
C 0.3625 1.7116 0.7290
S 1.7484 2.1501 -0.1914
N 4.1008 -0.9621 0.2220
C 3.6402 -2.0115 -0.6744
C 2.1646 -1.7932 -0.8952
C 1.7208 -1.0171 -1.9585
C 0.3829 -0.6860 -2.0583
C -0.5196 -1.1124 -1.0984
C -0.0918 -1.8864 -0.0300
C -1.0278 -2.3694 1.0544
N -2.3402 -1.7761 1.0040
C -2.7182 -0.7825 1.8347
O -2.0652 -0.4169 2.7858
C -4.0798 -0.1749 1.4735
C -4.1190 0.2169 0.0383
C -4.6678 -0.4594 -1.0096
C -4.4421 0.1680 -2.2568
C -3.7165 1.3071 -2.1408
S -3.2970 1.6444 -0.5064
C 1.2531 -2.2212 0.0584
H 4.8040 1.1550 1.6757
H 4.6550 2.3037 0.3200
H 2.5413 0.4525 2.8857
H -0.0374 0.7148 2.5847
H -0.6114 1.9638 0.3613
H 3.6466 -0.9593 1.1252
H 3.8439 -2.9830 -0.2183
H 4.2006 -1.9118 -1.6050
H 2.4289 -0.6584 -2.6895
H 0.0387 -0.0767 -2.8804
H -1.5556 -0.8228 -1.1863
H -0.6094 -2.1117 2.0321
H -1.1228 -3.4605 0.9950
H -2.9188 -1.9900 0.2062
H -4.2333 0.6884 2.1225
H -4.8571 -0.9144 1.6798
H -5.2340 -1.3683 -0.8977
H -4.8061 -0.2170 -3.1923
H -3.3996 1.9794 -2.9125
H 1.5941 -2.8170 0.8947
*
```

The SMILES is O=C(Cc1cccs1)NCc1cccc(CNC(=O)Cc2cccs2)c1. The value obtained for the HOMO-LUMO gap is 9.03 eV. The calculation puts the HOMO energy at -0.3112 hartree. As for the calculated total energy: -1830.53587 hartree. The calculation puts the maximum force at 0.7 eV Å⁻¹. The lowest unoccupied orbital energy is 0.561 eV. For the relative energy (zero: lowest compared OMol25 entry of this formula, charge and spin), the calculation gives 0.029 eV.

natural (NBO) population analysis, charges in e, atoms 1 to 5:
1. O -0.613
2. C 0.697
3. C -0.536
4. C -0.181
5. C -0.283

The following is a quantum chemistry calculation of an isolated molecule of C20H20N2O3S, from the OMol25 dataset.

```
! wB97M-V def2-TZVPD RIJCOSX def2/J DEFGRID3
* xyz 0 1
O 2.2153 0.8262 2.1144
C 1.6253 0.7398 1.0483
C 1.4395 1.9401 0.2012
C 0.3245 2.4890 -0.3656
C 0.5814 3.7243 -0.9954
C 1.8835 4.0986 -0.8957
S 2.8195 2.9658 -0.0114
N 1.1522 -0.4414 0.5793
C 0.4376 -0.6119 -0.6603
C -1.0581 -0.5241 -0.5202
C -1.7062 -0.2884 0.6404
C -3.1329 -0.2295 0.7069
C -3.8317 0.0112 1.8951
C -5.2065 0.0532 1.9005
C -5.9170 -0.1443 0.7179
C -5.2540 -0.3809 -0.4657
C -3.8589 -0.4252 -0.4835
N -3.1677 -0.6520 -1.6429
C -1.7976 -0.7162 -1.7680
O -1.2860 -0.9101 -2.8556
C 1.3325 -1.6276 1.3904
C 2.4933 -2.5236 0.9237
C 3.8523 -1.8153 0.8728
C 4.5390 -2.5027 -0.3038
C 3.3515 -2.7575 -1.2280
O 2.2522 -3.0465 -0.3807
H -0.6517 2.0409 -0.3201
H -0.1720 4.3021 -1.5001
H 2.3538 4.9773 -1.2900
H 0.6801 -1.6004 -1.0650
H 0.7656 0.1280 -1.3973
H -1.1514 -0.1276 1.5548
H -3.2724 0.1632 2.8062
H -5.7395 0.2389 2.8202
H -6.9958 -0.1110 0.7295
H -5.8019 -0.5333 -1.3842
H -3.6923 -0.7879 -2.4994
H 0.4100 -2.2131 1.3707
H 1.5450 -1.3012 2.4114
H 2.5321 -3.3791 1.6160
H 4.3949 -1.9162 1.8090
H 3.7167 -0.7546 0.6644
H 5.3051 -1.8894 -0.7713
H 4.9798 -3.4490 0.0119
H 3.4897 -3.6092 -1.8970
H 3.1324 -1.8644 -1.8312
*
```

The SMILES is O=C(c1cccs1)N(Cc1cc2ccccc2[nH]c1=O)C[C@@H]1CCCO1. The value obtained for the HOMO-LUMO gap is 8.74 eV. The calculation puts the HOMO energy at -0.3150 hartree. As for the calculated total energy: -1507.58890 hartree. The calculation puts the maximum force at 0.7 eV Å⁻¹. The lowest unoccupied orbital energy is 0.166 eV. For the relative energy (zero: lowest compared OMol25 entry of this formula, charge and spin), the calculation gives 0.000 eV.

natural (NBO) population analysis, charges in e, atoms 1 to 5:
1. O -0.626
2. C 0.652
3. C -0.308
4. C -0.237
5. C -0.260

The following is a quantum chemistry calculation of an isolated molecule of C20H20N2O3S2, from the OMol25 dataset.

```
! wB97M-V def2-TZVPD RIJCOSX def2/J DEFGRID3
* xyz 0 1
C 0.1014 2.9373 0.9387
C 1.5161 2.8648 0.4631
C 2.1972 4.0212 0.0999
C 3.5094 3.9736 -0.3285
C 4.1699 2.7597 -0.4029
C 3.5219 1.5841 -0.0589
C 4.2230 0.2601 -0.1450
C 2.1921 1.6488 0.3680
N 1.5601 0.4352 0.7372
C 0.4263 -0.0664 0.2156
O -0.2638 0.4676 -0.6280
C 0.0863 -1.4634 0.7590
N -1.2987 -1.7873 0.5029
S -2.4034 -0.7303 1.1763
O -3.5697 -1.4961 1.4936
O -1.7310 -0.0320 2.2325
C -2.8962 0.4361 -0.0647
C -3.1283 1.7618 0.1168
C -3.5832 2.3903 -1.0641
C -3.6947 1.5229 -2.1036
S -3.2504 -0.0779 -1.6616
C 1.0258 -2.4563 0.1239
C 1.8562 -3.2516 0.9018
C 2.7404 -4.1332 0.3034
C 2.8038 -4.2246 -1.0763
C 1.9799 -3.4314 -1.8578
C 1.0961 -2.5499 -1.2619
H -0.1319 3.9394 1.2903
H -0.5702 2.6883 0.1169
H -0.0893 2.2200 1.7357
H 1.6872 4.9710 0.1649
H 4.0220 4.8834 -0.6025
H 5.1963 2.7222 -0.7369
H 4.4036 -0.1490 0.8506
H 3.6242 -0.4612 -0.7010
H 5.1830 0.3720 -0.6415
H 2.0990 -0.1730 1.3376
H 0.1929 -1.4601 1.8475
H -1.5017 -2.0025 -0.4617
H -2.9702 2.2526 1.0587
H -3.8135 3.4381 -1.1308
H -4.0101 1.7267 -3.1074
H 1.8039 -3.1864 1.9790
H 3.3795 -4.7505 0.9168
H 3.4938 -4.9117 -1.5422
H 2.0286 -3.4966 -2.9345
H 0.4662 -1.9188 -1.8723
*
```

The SMILES is Cc1cccc(C)c1NC(=O)[C@@H](NS(=O)(=O)c1cccs1)c1ccccc1. The value obtained for the HOMO-LUMO gap is 9.39 eV. The calculation puts the HOMO energy at -0.3241 hartree. As for the calculated total energy: -1905.74483 hartree. The calculation puts the maximum force at 0.9 eV Å⁻¹. The lowest unoccupied orbital energy is 0.570 eV. For the relative energy (zero: lowest compared OMol25 entry of this formula, charge and spin), the calculation gives 1.502 eV.

natural (NBO) population analysis, charges in e, atoms 1 to 5:
1. C -0.651
2. C -0.005
3. C -0.207
4. C -0.198
5. C -0.223

The following is a quantum chemistry calculation of an isolated molecule of C20H20N2O6S at a distorted geometry, from the OMol25 dataset.

```
! wB97M-V def2-TZVPD RIJCOSX def2/J DEFGRID3
* xyz 0 1
C -7.3977 -2.2995 -1.4267
O -7.1580 -1.1638 -0.6319
C -5.8782 -0.7740 -0.4229
C -4.7548 -1.4057 -0.9323
C -3.4822 -0.9204 -0.6694
C -3.3161 0.2077 0.1187
C -1.9955 0.7871 0.4774
O -1.8199 1.4167 1.4994
N -1.0162 0.5593 -0.4597
C 0.3165 0.9506 -0.4463
C 0.8901 1.6489 0.6184
C 2.2245 2.0049 0.5645
C 2.9855 1.6716 -0.5394
S 4.7255 2.0845 -0.5675
O 4.9441 3.2783 0.1901
O 5.2009 1.9969 -1.9146
N 5.4441 0.8463 0.2892
C 5.3598 -0.4772 -0.2947
C 6.3736 -1.3884 0.3118
C 6.3139 -2.1979 1.4102
C 7.5941 -2.7889 1.5371
C 8.3331 -2.2909 0.5094
O 7.6039 -1.4455 -0.2330
C 2.4328 0.9812 -1.6012
C 1.1007 0.6219 -1.5568
C -4.4427 0.8352 0.6594
C -5.7154 0.3709 0.3969
O -6.8623 0.9217 0.8652
C -6.7659 2.0488 1.7037
H -6.9493 -3.1983 -0.9909
H -7.0238 -2.1639 -2.4468
H -8.4799 -2.4146 -1.4530
H -4.8575 -2.2910 -1.5391
H -2.6355 -1.4678 -1.0574
H -1.3073 0.0827 -1.3018
H 0.2830 1.9091 1.4690
H 2.6850 2.5604 1.3661
H 5.2461 0.8935 1.2761
H 5.5769 -0.3355 -1.3556
H 4.3559 -0.9136 -0.1782
H 5.4652 -2.3592 2.0433
H 7.9123 -3.4839 2.2865
H 9.3486 -2.4586 0.2102
H 3.0526 0.7524 -2.4534
H 0.6575 0.0875 -2.3852
H -4.2749 1.6951 1.2872
H -6.2976 2.8936 1.1888
H -7.7909 2.3075 1.9636
H -6.2047 1.8241 2.6159
*
```

The SMILES is COc1ccc(C(=O)Nc2ccc(S(=O)(=O)NCc3ccco3)cc2)cc1OC. The value obtained for the HOMO-LUMO gap is 8.84 eV. The calculation puts the HOMO energy at -0.3135 hartree. As for the calculated total energy: -1733.23688 hartree. The calculation puts the maximum force at 1.0 eV Å⁻¹. The lowest unoccupied orbital energy is 0.309 eV. For the relative energy (zero: lowest compared OMol25 entry of this formula, charge and spin), the calculation gives 2.558 eV.

natural (NBO) population analysis, charges in e, atoms 1 to 5:
1. C -0.252
2. O -0.475
3. C 0.275
4. C -0.302
5. C -0.196

The following is a quantum chemistry calculation of an isolated molecule of C20H20N4O2S, from the OMol25 dataset.

```
! wB97M-V def2-TZVPD RIJCOSX def2/J DEFGRID3
* xyz 0 1
C -0.6733 -1.2296 4.2191
C -0.6390 -1.0507 2.9123
C -1.3530 0.0662 2.2111
N -0.5458 0.7094 1.2004
C 0.8123 0.8709 1.2150
S 1.8276 0.4909 2.5700
C 3.4702 0.5892 1.7768
C 3.6351 -0.6223 0.8642
O 4.0330 -1.6908 1.2769
N 3.2955 -0.3736 -0.4149
C 3.0601 -1.4479 -1.3628
C 1.5752 -1.6533 -1.5245
C 0.8388 -2.1851 -0.4718
C -0.5354 -2.3096 -0.5707
C -1.1881 -1.9089 -1.7252
C -0.4600 -1.3914 -2.7819
C 0.9138 -1.2540 -2.6765
N 1.2269 1.3933 0.0888
N 0.1498 1.5868 -0.6816
C -0.9224 1.2006 -0.0299
C -2.2529 1.2902 -0.5987
C -3.4123 1.3341 0.1783
C -4.6630 1.3570 -0.4040
C -4.7816 1.3396 -1.7857
C -3.6510 1.3575 -2.5735
C -2.3780 1.3679 -2.0034
O -1.3302 1.4553 -2.8311
H -0.1872 -2.0675 4.6854
H -1.1823 -0.5429 4.8752
H -0.1262 -1.7501 2.2689
H -2.2269 -0.3525 1.6992
H -1.6877 0.8101 2.9442
H 3.5418 1.5383 1.2509
H 4.1766 0.5363 2.6036
H 2.8108 0.4996 -0.6100
H 3.5385 -2.3428 -0.9557
H 3.5222 -1.1882 -2.3188
H 1.3569 -2.5023 0.4229
H -1.1027 -2.7292 0.2485
H -2.2620 -2.0014 -1.8004
H -0.9629 -1.0807 -3.6845
H 1.4761 -0.8347 -3.4980
H -3.3398 1.3969 1.2521
H -5.5435 1.3928 0.2187
H -5.7578 1.3394 -2.2461
H -3.7182 1.3882 -3.6495
H -0.5017 1.5320 -2.3062
*
```

The SMILES is C=CCn1c(SCC(=O)NCc2ccccc2)nnc1-c1ccccc1O. The value obtained for the HOMO-LUMO gap is 8.81 eV. The calculation puts the HOMO energy at -0.3031 hartree. As for the calculated total energy: -1541.83704 hartree. The calculation puts the maximum force at 0.9 eV Å⁻¹. The lowest unoccupied orbital energy is 0.558 eV. For the relative energy (zero: lowest compared OMol25 entry of this formula, charge and spin), the calculation gives 1.467 eV.

natural (NBO) population analysis, charges in e, atoms 1 to 5:
1. C -0.358
2. C -0.201
3. C -0.258
4. N -0.362
5. C 0.187